The following is a quantum chemistry calculation of a molecular structure, C37H57CsF6N5O7P2S3 in a non-equilibrium geometry, from OMol25.

Atoms and positions in Å:
Cs 0.5306 -0.4510 0.4031
C 1.4474 4.0013 -2.1077
C 2.5962 3.5798 -1.1862
C 3.6910 2.8933 -2.0098
P 1.8747 2.4669 0.1394
C 3.2875 2.3894 1.3673
C 4.2475 1.2556 0.9876
C 2.7362 2.1087 2.7689
C 0.7899 3.7117 0.9390
C 1.2919 4.8493 1.5620
C 0.4630 5.8107 2.1230
C -0.9171 5.6192 2.0388
C -1.4483 4.5039 1.4225
C -0.6157 3.5075 0.8372
N -1.0574 2.4669 0.0853
C -2.3297 2.0073 0.1022
C -3.1764 1.9242 1.2384
C -4.4805 1.4706 1.1273
C -4.9995 1.0611 -0.1020
C -4.1654 1.0861 -1.2193
C -2.8473 1.5092 -1.1351
P -1.6284 1.5402 -2.5121
C -2.4263 2.9048 -3.5168
C -1.8130 3.0534 -4.9070
C -2.3185 4.2258 -2.7465
C -2.1371 0.0502 -3.5405
C -2.3741 -1.1685 -2.6491
C -0.9768 -0.2801 -4.4952
H 1.8137 4.6517 -2.9101
H 0.9720 3.1231 -2.5553
H 0.6782 4.5385 -1.5494
H 3.0041 4.4701 -0.7010
H 3.3844 1.8841 -2.2981
H 3.8849 3.4590 -2.9278
H 4.6340 2.8268 -1.4625
H 3.8321 3.3382 1.3678
H 3.7186 0.2981 1.0074
H 4.6814 1.3892 -0.0045
H 5.0681 1.1924 1.7102
H 2.1577 1.1792 2.7687
H 3.5536 1.9912 3.4874
H 2.0820 2.9063 3.1156
H 2.3676 4.9912 1.6194
H 0.8767 6.6884 2.6045
H -1.5876 6.3635 2.4557
H -2.5238 4.3968 1.3478
H -2.7897 2.2448 2.2003
H -5.1103 1.4331 2.0113
H -6.0290 0.7352 -0.1860
H -4.5651 0.7698 -2.1796
H -3.4843 2.6441 -3.6178
H -0.7253 3.1664 -4.8409
H -2.0320 2.1970 -5.5477
H -2.2135 3.9457 -5.3996
H -1.2739 4.5348 -2.6612
H -2.8662 5.0180 -3.2680
H -2.7204 4.1374 -1.7340
H -3.0404 0.2736 -4.1205
H -1.5314 -1.3050 -1.9645
H -3.2713 -1.0699 -2.0427
H -2.4660 -2.0789 -3.2510
H -0.0781 -0.5081 -3.9116
H -1.2186 -1.1582 -5.1060
H -0.7337 0.5443 -5.1693
O -3.7913 -1.5179 1.4321
C -4.0604 -2.4959 0.4255
C -3.8767 -3.8638 1.0571
C -2.3863 -4.2021 1.2030
C -1.7431 -4.6059 -0.0951
C -1.8069 -5.9243 -0.5445
C -1.1823 -6.2686 -1.7303
C -0.5099 -5.2863 -2.4416
C -0.5258 -3.9941 -1.9450
N -1.1379 -3.6491 -0.8070
H -3.7743 -0.6444 1.0153
H -3.3584 -2.3813 -0.4057
H -5.0752 -2.3799 0.0326
H -4.3933 -4.6237 0.4637
H -4.3414 -3.8401 2.0464
H -2.2412 -5.0048 1.9329
H -1.8731 -3.3183 1.5726
H -2.3242 -6.6714 0.0480
H -1.2130 -7.2899 -2.0894
H 0.0198 -5.5127 -3.3592
H -0.0169 -3.1933 -2.4760
C -1.9774 -0.3981 4.1243
S -0.7628 -1.4648 3.3588
C -0.1229 -2.1282 4.8967
O 0.3017 -0.5309 2.8441
H -2.6652 -1.0138 4.7087
H -2.5235 0.0953 3.3190
H -1.4558 0.3314 4.7475
H -0.8724 -2.7866 5.3444
H 0.1156 -1.2871 5.5514
H 0.7764 -2.6895 4.6517
F 3.5042 -4.1187 -0.1343
C 2.6052 -4.4902 0.7645
F 1.5625 -5.0338 0.1414
F 3.1463 -5.4112 1.5596
S 1.9966 -3.0197 1.7838
O 2.4769 -1.8378 1.1104
O 0.5760 -3.2225 1.8013
N 2.5942 -3.2410 3.2266
S 4.1618 -3.1809 3.5158
O 4.4802 -4.0346 4.6169
O 4.9708 -3.2168 2.3250
C 4.3746 -1.4501 4.1937
F 5.2040 -0.7588 3.4135
F 3.2115 -0.8063 4.2543
F 4.8929 -1.5008 5.4212
N 3.5356 -0.6057 -3.2908
C 3.2234 -1.4383 -2.2348
N 4.2017 -1.5437 -1.2867
O 2.1491 -2.0260 -2.1840
H 4.4956 -0.3711 -3.4684
H 2.9382 -0.6974 -4.0933
H 4.8816 -0.8064 -1.2098
H 3.9223 -1.9573 -0.4098

Relative energy (zero: lowest compared OMol25 entry of this formula, charge and spin) in kJ/mol: 34.8
HOMO level in eV: -3.8
Charge: -1
Frontier orbital gap in eV: 5.649
Lowest unoccupied orbital energy in hartree: 0.0686

Results of the Löwdin charge analysis, in e, for atoms 1 through 2: Cs 1.199; C -0.138



The following is a quantum chemistry calculation of a single C21H25N5O4S2 molecule in a non-equilibrium geometry, from OMol25.

Atoms and positions in Å:
C -2.9490 -5.0356 0.6138
H -2.6053 -4.7373 1.6091
O -3.0110 -3.9356 -0.2615
C -1.8776 -3.2316 -0.5062
C -2.0182 -2.1150 -1.3328
C -0.9291 -1.3333 -1.6439
C 0.3279 -1.6358 -1.1262
C 0.4761 -2.7531 -0.3182
C -0.6158 -3.5458 -0.0102
H -0.4674 -4.4028 0.6271
H 1.4365 -2.9990 0.1032
N 1.4118 -0.7739 -1.4130
C 1.3258 0.5659 -1.3128
O 0.3561 1.2004 -0.9390
C 2.6501 1.1673 -1.7479
H 2.5094 1.5979 -2.7415
H 2.9476 1.9786 -1.0841
C 3.6380 -0.0041 -1.7790
C 4.7121 0.1095 -0.7040
O 5.8872 0.0450 -0.9704
N 4.3265 0.3880 0.5865
C 3.0679 0.3272 1.1346
N 2.3297 -0.7224 1.1363
N 1.1220 -0.5478 1.6338
C 0.8928 0.6575 2.0405
S -0.6177 1.2029 2.6546
C -1.6989 -0.1668 2.1213
H -2.1272 -0.6254 3.0112
H -1.0691 -0.8791 1.5902
C -2.8324 0.3475 1.2295
O -3.9887 0.0876 1.4893
N -2.4265 1.0750 0.1826
H -1.4411 1.2185 -0.0045
C -3.3643 1.7386 -0.6974
H -4.2873 1.1537 -0.6551
C -3.6386 3.1964 -0.2518
C -3.0336 4.0796 -1.3422
C -3.2065 3.2389 -2.6027
H -2.5890 3.5843 -3.4307
H -4.2507 3.2521 -2.9191
C -2.8149 1.8421 -2.1275
H -3.1959 1.0541 -2.7750
H -1.7271 1.7714 -2.0880
H -3.5226 5.0501 -1.4098
H -1.9714 4.2384 -1.1517
H -3.2058 3.3903 0.7286
H -4.7131 3.3635 -0.1838
S 2.2652 1.7386 1.8652
H 5.0962 0.6222 1.2039
H 4.1990 -0.0181 -2.7165
C 2.7481 -1.2630 -1.6867
H 2.7481 -1.8182 -2.6304
H 3.0840 -1.9304 -0.8900
H -1.0493 -0.4783 -2.2880
H -2.9976 -1.8814 -1.7169
H -3.9679 -5.4124 0.6840
H -2.2978 -5.8248 0.2234

Relative energy (zero: lowest compared OMol25 entry of this formula, charge and spin) in kJ/mol: 136.8
HOMO level in eV: -8.3
Structure (SMILES): COc1ccc(N2C[C@H](C(=O)Nc3nnc(SCC(=O)NC4CCCC4)s3)CC2=O)cc1
Frontier orbital gap in eV: 8.361
Lowest unoccupied orbital energy in hartree: 0.0040

Results of the natural (NBO) charge analysis, in e, for atoms 1 through 2: C -0.253; H 0.178



The following is a quantum chemistry calculation of 2 unconnected molecules or ions with the total composition C4H12 in a non-equilibrium geometry, from OMol25.

Atoms and positions in Å:
C -0.3648 -0.9359 -1.6041
C -0.5899 -2.4587 -1.5582
H -1.0316 -0.5147 -2.3585
H -0.8805 -0.4980 -0.7415
H 0.6981 -0.7420 -1.5615
H -1.5089 -2.8601 -1.9729
H -0.5158 -2.7614 -0.5040
H 0.2864 -2.9754 -1.9530
C 0.1253 1.5532 0.8493
C 0.8848 1.8876 2.1388
H -0.8091 1.0411 1.1380
H -0.2275 2.4885 0.4258
H 0.6302 0.7637 0.3086
H 0.2905 2.5834 2.7370
H 1.1900 1.0002 2.6910
H 1.8229 2.4284 1.9653

Relative energy (zero: lowest compared OMol25 entry of this formula, charge and spin) in kJ/mol: 65.8
HOMO level in eV: -11.2
Structure (SMILES): CC.CC
Frontier orbital gap in eV: 12.348
Lowest unoccupied orbital energy in hartree: 0.0410

Results of the natural (NBO) charge analysis, in e, for atoms 1 through 2: C -0.623; C -0.613



The following is a quantum chemistry calculation of a single C5H7ClO2 molecule in a non-equilibrium geometry, from OMol25.

Atoms and positions in Å:
C -3.8527 0.7308 -0.3521
C -4.3745 -0.4222 0.2327
C -1.4796 0.5172 0.3279
C 1.3794 -0.4581 -0.5921
C 0.8685 0.4696 0.6038
O -2.4795 1.1630 -0.1329
O -0.3028 1.1442 0.3386
Cl -5.9165 -0.8137 -0.2680
H -4.1983 1.4035 -1.1679
H -1.5210 -0.3825 0.9826
H 1.8182 -1.4738 -0.3006
H 0.5237 -0.5435 -1.2802
H 2.2283 -0.0188 -1.1974
H 1.6600 1.1239 0.9276
H 0.6375 -0.3556 1.3266

Relative energy (zero: lowest compared OMol25 entry of this formula, charge and spin) in kJ/mol: 536.7
HOMO level in eV: -7.3
Frontier orbital gap in eV: 6.449
Lowest unoccupied orbital energy in hartree: -0.0304

Results of the natural (NBO) charge analysis, in e, for atoms 1 through 2: C -0.169; C -0.381



The following is a quantum chemistry calculation of a molecular structure, C24H25AsCl2IN4O4Ti in a non-equilibrium geometry, from OMol25.

Atoms and positions in Å:
Ti 0.2100 -0.1707 0.0612
Cl -0.0037 -4.1499 5.7481
C -0.0614 -3.6082 4.0814
C 0.1444 -2.2536 3.8294
C 0.1018 -1.7662 2.5304
N 0.3164 -0.4340 2.1204
C 0.7824 0.5083 2.9786
O 0.7596 0.4813 4.2095
C 1.5064 1.6279 2.2874
C 2.5640 2.2285 2.9114
C 3.4652 3.0393 2.2164
C 3.3200 3.1173 0.8076
C 2.2503 2.5595 0.1982
N 1.2498 1.9235 0.9322
C -0.1590 -2.6837 1.4749
C -0.3617 -4.0263 1.7393
C -0.3142 -4.4888 3.0501
Cl -0.5821 -6.1940 3.3439
N -0.2785 -2.0892 0.2253
C -0.9586 -2.5491 -0.8588
O -1.0738 -3.7107 -1.2400
C -1.6214 -1.3609 -1.5891
C -2.9256 -1.7782 -2.1672
C -4.0402 -1.0651 -1.9385
C -4.0147 0.1224 -1.1204
C -2.8354 0.4297 -0.4945
N -1.6888 -0.2451 -0.6457
H 0.3264 -1.5755 4.6464
H 2.7011 1.9787 3.9555
H 4.3119 3.4890 2.7160
H 4.0784 3.5789 0.1879
H 2.1218 2.5424 -0.8733
H -0.5554 -4.7010 0.9183
H -2.9414 -2.7028 -2.7310
H -4.9821 -1.4039 -2.3621
H -4.9057 0.6980 -0.9145
H -2.7784 1.2524 0.2108
C 1.1185 0.4278 -4.2184
As -0.2152 -0.5640 -3.1042
C 0.3885 -2.2805 -3.7885
C -1.6756 0.3373 -4.0560
O 0.6735 0.1403 -1.7003
H 1.0082 0.1574 -5.2735
H 2.1238 0.1936 -3.8696
H 0.9514 1.5007 -4.1012
H 0.3292 -2.2527 -4.8770
H -0.1727 -3.1149 -3.3741
H 1.4312 -2.3449 -3.4765
H -1.3885 0.4476 -5.1007
H -1.7269 1.3198 -3.5833
H -2.6339 -0.1588 -3.9436
I 3.0145 -1.0374 0.1531
C -0.9495 3.5764 1.9832
O -1.0204 2.2334 1.5400
C -0.1665 1.8990 0.4501
C -0.4013 2.8413 -0.7100
H 0.0697 3.9716 1.9360
H -1.2722 3.5891 3.0247
H -1.6070 4.2282 1.3939
H 0.0631 3.8256 -0.5630
H -1.4802 2.9733 -0.8021
H -0.0332 2.4242 -1.6453

Relative energy (zero: lowest compared OMol25 entry of this formula, charge and spin) in kJ/mol: 173.1
2S+1: 2
HOMO level (spin up / spin down) in eV: -0.9 / -0.9
Charge: -2
Frontier orbital gap (spin up / spin down) in eV: 5.365 / 5.363
Lowest unoccupied orbital energy (spin up / spin down) in hartree: 0.1656 / 0.1653

Results of the natural (NBO) charge analysis, in e, for atoms 1 through 2: Ti 1.609; Cl -0.053



The following is a quantum chemistry calculation of 6 unconnected molecules or ions with the total composition C30H34O24P2 in a non-equilibrium geometry, from OMol25.

Atoms and positions in Å:
C 0.8994 -6.0821 21.9922
C 0.4945 -4.8130 22.3543
C 0.8830 -3.6028 21.4998
O 0.5744 -2.3612 21.6752
C 1.7652 -4.0409 20.3974
C 2.1538 -5.2939 20.1863
C 1.7396 -6.4539 20.9377
O 2.1318 -7.6361 20.8167
O 2.9652 -5.5692 19.1622
O -0.2066 -4.5280 23.5068
H 0.5256 -6.9186 22.5639
H 2.0346 -3.3417 19.6197
H 3.2833 -6.4743 19.1267
H -0.4900 -3.6242 23.3507
C 5.3717 -10.9366 21.8908
C 4.0053 -10.7623 21.6772
C 3.0594 -10.5346 22.8398
O 1.7918 -10.5053 22.6591
C 3.7839 -10.5920 24.1551
C 5.0671 -10.6849 24.3248
C 5.9985 -10.9677 23.2152
O 7.1476 -11.2551 23.4434
O 5.5241 -10.6961 25.5278
O 3.4681 -10.6401 20.4383
H 6.0562 -10.9158 21.0557
H 3.2856 -10.3860 25.0909
H 6.4782 -10.8007 25.5095
H 2.5095 -10.6557 20.4870
C 0.4021 -11.7327 28.0696
C 1.6542 -11.9106 28.5787
C 2.7732 -11.0275 28.2225
O 3.9726 -11.1349 28.4626
C 2.3838 -9.7670 27.5539
C 1.1056 -9.6237 27.1090
C 0.0626 -10.5721 27.2898
O -1.1091 -10.4990 26.8682
O 0.7362 -8.5538 26.3676
O 1.9072 -12.7714 29.6149
H -0.3962 -12.2445 28.5864
H 3.1500 -9.0426 27.3200
H -0.2237 -8.5363 26.3698
H 2.8265 -12.6572 29.8667
C 5.7216 -2.9350 22.3664
C 6.7667 -2.1962 21.9628
C 6.6791 -0.7089 21.5789
O 7.6113 -0.1263 21.0809
C 5.3589 -0.1780 21.9285
C 4.3080 -0.8862 22.4354
C 4.3976 -2.3908 22.6299
O 3.4859 -3.0599 23.0653
O 3.0895 -0.2813 22.7619
O 7.9555 -2.8166 21.6542
H 5.9424 -3.9888 22.4507
H 5.1958 0.8891 21.8980
H 2.5121 -0.9580 23.1231
H 8.7515 -2.2965 21.5218
C 3.0955 -6.4849 24.9687
O 4.1685 -5.5667 24.9676
P 5.6439 -6.1401 24.5859
O 5.9755 -7.4720 25.1460
O 5.5333 -6.1689 22.9689
C 5.3091 -7.3965 22.2590
O 6.6904 -4.9098 24.8808
C 6.4585 -4.0611 26.0037
H 3.3423 -7.5402 24.8521
H 2.3755 -6.3158 24.1680
H 2.5233 -6.3203 25.8817
H 5.7024 -8.2438 22.8207
H 5.9756 -7.4055 21.3966
H 4.2608 -7.5905 22.0322
H 7.3614 -4.0211 26.6129
H 5.5600 -4.2661 26.5858
H 6.1951 -3.0343 25.7501
C 9.2177 -5.8066 21.0158
O 9.3103 -6.8091 19.9816
P 8.3244 -8.0611 19.7553
O 7.2069 -7.8085 18.8010
O 7.9719 -8.5565 21.2689
C 9.0266 -8.9666 22.0763
O 9.4576 -9.2173 19.2323
C 9.0751 -10.6335 19.0779
H 8.6129 -4.9849 20.6323
H 10.1558 -5.3524 21.3348
H 8.8392 -6.1189 21.9892
H 9.0130 -8.5598 23.0874
H 9.9759 -8.6958 21.6140
H 8.9777 -10.0443 22.2323
H 9.3883 -11.1994 19.9553
H 9.5128 -11.0820 18.1861
H 7.9880 -10.7087 19.1028

HOMO level in eV: -9.5
Structure (SMILES): O=C1C=C(O)C(=O)C=C1O.O=C1C=C(O)C(=O)C=C1O.O=C1C=C(O)C(=O)C=C1O.O=C1C=C(O)C(=O)C=C1O.COP(=O)(OC)OC.COP(=O)(OC)OC
Frontier orbital gap in eV: 7.230
Lowest unoccupied orbital energy in hartree: -0.0817

Results of the Löwdin charge analysis, in e, for atoms 1 through 2: C 0.042; C -0.157



The following is a quantum chemistry calculation of a single C5H6O2 molecule, from OMol25.

Atoms and positions in Å:
C -0.7836 -1.5209 -0.3912
C 0.1216 -0.5552 0.3490
O 1.4130 -1.1255 0.3969
C 0.2507 0.7818 -0.3361
O 1.2046 1.6668 0.2768
C -0.5316 1.5843 -1.1857
C 0.0101 2.3126 -0.1122
H -0.7247 -2.4972 0.0983
H -0.4505 -1.6309 -1.4265
H -1.8215 -1.1782 -0.3878
H -0.2637 -0.3701 1.3666
H 2.0192 -0.4546 0.7410
H -0.4436 2.9871 0.6109

Relative energy (zero: lowest compared OMol25 entry of this formula, charge and spin) in kJ/mol: 504.7
HOMO level in eV: -9.4
Frontier orbital gap in eV: 9.952
Lowest unoccupied orbital energy in hartree: 0.0219

Results of the Löwdin charge analysis, in e, for atoms 1 through 2: C -0.032; C -0.384



The following is a quantum chemistry calculation of a single C3H8O2 molecule in a non-equilibrium geometry, from OMol25.

Atoms and positions in Å:
C -1.1065 0.7806 -0.3846
O -1.8906 0.5699 0.7707
C 0.3811 0.5968 -0.2291
C 0.7669 -0.8318 0.2049
O 2.1628 -0.9243 0.1525
H -1.2612 1.8161 -0.7287
H -1.5419 0.2166 -1.2223
H -2.3531 -0.2409 0.7357
H 0.8215 1.2833 0.4956
H 0.8424 0.8397 -1.1892
H 0.2782 -1.5406 -0.4731
H 0.3302 -0.9570 1.2014
H 2.5702 -1.6085 0.6665

Relative energy (zero: lowest compared OMol25 entry of this formula, charge and spin) in kJ/mol: 104.2
HOMO level in eV: -10.3
Structure (SMILES): OCCCO
Frontier orbital gap in eV: 11.207
Lowest unoccupied orbital energy in hartree: 0.0319

Results of the natural (NBO) charge analysis, in e, for atoms 1 through 2: C -0.066; O -0.726